(1)
This record from the OMol25 dataset describes 2 unconnected molecules or ions with the total composition C3H9NO2. The level of theory is the ωB97M-V functional and the def2-TZVPD basis.

## Properties
LUMO energy (eV): 0.78
ΔE to the lowest compared entry with this formula, charge and spin (kcal/mol): 37.6
2S+1: 1
Structure (SMILES): CC(N)=O.CO
DFT total energy (a.u.): -324.91270

XYZ file:
```
15
Properties=species:S:1:pos:R:3:mulliken_charge:R:1
C 0.55434 1.39847 -0.63649 -1.319
C 0.88795 1.21641 0.80770 0.705
N 0.36402 2.09330 1.79283 -0.412
O 1.53725 0.20921 1.18285 -0.595
H -0.36669 1.43207 -0.91505 0.499
H 1.11967 0.71589 -1.23051 0.344
H 0.94459 2.40255 -0.86072 0.382
H 0.65581 1.95003 2.74397 0.232
H -0.04439 3.00297 1.58643 0.195
C -0.97951 -2.77686 -0.84891 -0.508
O -0.86898 -1.38315 -0.95657 -0.470
H -0.08972 -3.28525 -0.48532 0.255
H -1.79511 -3.10793 -0.16335 0.240
H -1.21883 -3.02436 -1.88244 0.192
H -0.70041 -0.84335 -0.13442 0.259
```


(2)
This record from the OMol25 dataset describes a single C4H8O molecule. The level of theory is the ωB97M-V functional and the def2-TZVPD basis.

## Properties
LUMO energy (eV): 1.04
ΔE to the lowest compared entry with this formula, charge and spin (kcal/mol): 30.9
2S+1: 1
Structure (SMILES): OC1CCC1
DFT total energy (a.u.): -232.39640

XYZ file:
```
13
Properties=species:S:1:pos:R:3:mulliken_charge:R:1
O 1.11371 0.59396 -1.24874 -0.580
C 0.54583 0.48323 0.03551 0.136
C 0.37149 -0.89531 0.56276 -0.672
C -1.15593 -0.71804 0.76380 -0.513
C -0.99991 0.58799 -0.03845 -0.641
H 2.08916 0.29506 -1.24631 0.300
H 0.97882 1.23634 0.69105 0.348
H 1.08123 -1.19134 1.33479 0.359
H 0.45217 -1.53810 -0.31108 0.223
H -1.82129 -1.51450 0.38435 0.289
H -1.37389 -0.51570 1.85009 0.227
H -1.53428 1.44569 0.40039 0.316
H -1.35047 0.28366 -1.05511 0.208
```


(3)
This record from the OMol25 dataset describes a molecular structure, C36H22F9NO4PPtS. The level of theory is the ωB97M-V functional and the def2-TZVPD basis.

## Properties
LUMO energy (spin up / spin down) (eV): 1.52 / 1.52
Total charge: -1
ΔE to the lowest compared entry with this formula, charge and spin (kcal/mol): 30.3
2S+1: 1
DFT total energy (a.u.): -3498.63911

XYZ file:
```
75
Properties=species:S:1:pos:R:3:mulliken_charge:R:1
Pt 1.23165 1.17684 1.64407 1.733
C -0.62507 4.80231 0.28395 -0.528
C 0.07059 5.04032 -0.90035 -1.004
C 1.11461 4.21660 -1.27112 -0.385
C 1.46143 3.12876 -0.46363 0.743
C 0.69449 2.82650 0.67672 -0.400
C -0.32138 3.69279 1.06291 -0.457
C 2.61783 2.28316 -0.62695 0.997
C 3.67061 2.52818 -1.52685 -0.771
C 4.80638 1.78125 -1.48207 -1.212
C 4.88152 0.68576 -0.58878 1.034
C 6.00269 -0.15730 -0.51997 -0.773
C 6.00057 -1.26584 0.29003 -0.604
C 4.85730 -1.57492 1.03736 -1.015
C 3.75473 -0.75493 1.01188 -0.314
C 3.75892 0.41550 0.23527 0.613
N 2.68519 1.26693 0.25837 -0.062
H -1.40669 5.48159 0.60265 0.435
H -0.19774 5.88163 -1.52726 0.371
H 1.65652 4.41249 -2.18966 0.344
H -0.86656 3.51006 1.98104 0.520
H 3.57222 3.34347 -2.23030 0.387
H 5.65147 1.99263 -2.12570 0.401
H 6.86841 0.08059 -1.12757 0.393
H 6.87349 -1.90391 0.33600 0.375
H 4.83926 -2.47075 1.64408 0.457
H 2.88081 -0.99517 1.60261 0.221
O 0.06035 -0.52501 5.03145 -0.749
S 0.41690 -0.19686 3.68701 1.073
O 1.86585 -0.16654 3.39732 -0.748
O -0.12642 1.13695 3.23956 -0.687
O -0.18542 -1.25568 2.74833 -0.447
F -0.96474 -7.35394 0.30964 -0.282
C -1.10398 -6.51986 -0.74226 0.839
F -2.32430 -6.75672 -1.27261 -0.277
F -0.20585 -6.93089 -1.67331 -0.263
C -0.91735 -5.08653 -0.36638 0.380
C -1.49041 -4.09071 -1.14596 -1.198
C -1.33402 -2.76299 -0.79199 -0.128
C -0.60305 -2.40129 0.34567 -0.539
C -0.01139 -3.41754 1.09991 -0.176
C -0.16727 -4.74844 0.75170 -1.012
P -0.48954 -0.63309 0.84595 1.767
C -2.19767 -0.26500 1.39746 0.209
C -2.68023 1.03814 1.34797 -1.010
C -3.92607 1.35575 1.86157 -1.057
C -4.70771 0.35778 2.42415 0.368
C -4.24180 -0.94979 2.48238 -1.073
C -2.99473 -1.25649 1.96959 -0.713
C -6.04098 0.68381 3.01650 0.799
F -6.99938 -0.19326 2.63198 -0.278
F -6.02559 0.64691 4.36974 -0.263
F -6.48082 1.91288 2.66892 -0.290
C -0.65327 0.04177 -0.96087 -0.666
C 0.52339 -0.10425 -1.69830 -0.332
C 0.66882 0.43851 -2.95988 -0.794
C -0.38088 1.16634 -3.51222 0.243
C -1.57133 1.30609 -2.81667 -1.093
C -1.70703 0.73299 -1.55815 0.035
C -0.19672 1.80395 -4.84971 0.763
F 0.39143 0.96698 -5.73947 -0.291
F 0.59981 2.90356 -4.79513 -0.252
F -1.36004 2.20537 -5.40601 -0.304
H -2.07425 -4.36263 -2.01633 0.422
H -1.80128 -1.99769 -1.39385 0.436
H 0.54961 -3.15121 1.98254 0.476
H 0.27626 -5.52927 1.35507 0.415
H -2.05651 1.80733 0.91863 0.907
H -4.28578 2.37567 1.83709 0.483
H -4.85024 -1.72049 2.93890 0.385
H -2.61703 -2.26810 2.03476 0.469
H 1.34320 -0.66449 -1.25698 0.469
H 1.59215 0.31835 -3.51503 0.459
H -2.39181 1.85457 -3.26157 0.456
H -2.65616 0.83058 -1.04785 0.570
```


(4)
This record from the OMol25 dataset describes 2 unconnected molecules or ions with the total composition C2H2INO. The level of theory is the ωB97M-V functional and the def2-TZVPD basis.

## Properties
LUMO energy (spin up / spin down) (eV): -1.41 / -1.41
ΔE to the lowest compared entry with this formula, charge and spin (kcal/mol): 58.7
2S+1: 1
Structure (SMILES): N=C=C=O.I
DFT total energy (a.u.): -504.97371

XYZ file:
```
7
Properties=species:S:1:pos:R:3:mulliken_charge:R:1
N 2.05885 -1.46400 -0.71946 -0.437
C 1.87355 -0.32336 -0.23492 0.162
C 1.57083 0.74478 0.42325 0.427
O 1.33499 1.56122 1.26132 -0.429
H 2.11498 -1.62395 -1.69253 0.277
I -4.50574 0.78485 -0.26107 -0.091
H -4.44746 0.32046 1.22341 0.091
```


(5)
This record from the OMol25 dataset describes a molecular structure, C20H27GaN5OSe2. The level of theory is the ωB97M-V functional and the def2-TZVPD basis.

## Properties
LUMO energy (eV): -8.89
Total charge: +3
ΔE to the lowest compared entry with this formula, charge and spin (kcal/mol): 0.0
2S+1: 1
DFT total energy (a.u.): -7854.16953

XYZ file:
```
56
Properties=species:S:1:pos:R:3:mulliken_charge:R:1
Ga -0.29739 -0.63330 0.08912 -0.321
C -1.73882 1.98818 0.97566 -1.009
N -1.28937 0.74324 1.63086 -0.200
C -0.30379 0.96853 2.70630 -1.147
C 1.07907 0.70430 2.21359 0.585
N 1.32494 -0.14946 1.23629 0.262
C 2.71892 -0.36061 1.22655 0.474
C 3.54651 -1.23604 0.52181 -0.627
C 4.89878 -1.20302 0.80011 -0.877
C 5.43790 -0.33867 1.76168 -0.547
C 4.63166 0.50577 2.49449 -0.976
C 3.27262 0.46887 2.21265 0.741
N 2.19531 1.11335 2.81173 -0.060
C -1.10955 2.10283 -0.36883 0.370
N -0.57842 1.06259 -0.98018 0.614
C -0.28970 1.46744 -2.29648 0.411
C 0.20280 0.78258 -3.40649 -0.383
C 0.32808 1.49178 -4.58568 -0.897
C -0.02340 2.84571 -4.67639 -0.558
C -0.52264 3.53320 -3.58928 -1.032
C -0.65192 2.81630 -2.40755 0.588
N -1.16546 3.17039 -1.16244 -0.048
H -1.52928 2.87004 1.58474 0.439
H -2.82130 1.95505 0.83177 0.493
H -2.10236 0.30525 2.04650 0.269
H -0.49187 0.25821 3.51506 0.444
H -0.38369 1.96831 3.13783 0.404
H 3.16054 -1.96317 -0.17522 0.599
H 5.56011 -1.87755 0.27329 0.443
H 6.50209 -0.35806 1.95206 0.439
H 5.03541 1.15508 3.26033 0.449
H 2.26154 1.76547 3.58070 0.256
H 0.46373 -0.26446 -3.36679 0.490
H 0.70590 0.98963 -5.46605 0.460
H 0.08506 3.35599 -5.62356 0.451
H -0.80497 4.57565 -3.65699 0.460
H -1.52871 4.08103 -0.91795 0.268
C -1.36837 -2.39002 3.38598 -1.029
Se -0.86865 -2.81707 1.55736 0.279
C -2.68858 -3.01445 0.82852 -0.693
C -2.66195 -3.30405 -0.65455 -0.883
Se -1.82648 -1.89897 -1.73994 0.218
C -3.35565 -0.76141 -2.11456 -0.964
H -2.07412 -1.56379 3.42434 0.313
H -0.46288 -2.16185 3.94314 0.372
H -1.82362 -3.28176 3.81143 0.429
H -3.24905 -2.11209 1.07196 0.343
H -3.13866 -3.85783 1.35275 0.538
H -3.67643 -3.42658 -1.03258 0.499
H -2.10628 -4.21563 -0.87147 0.449
H -4.07054 -1.35016 -2.68504 0.466
H -2.99375 0.05733 -2.73283 0.300
H -3.81043 -0.38714 -1.20219 0.337
O 1.15297 -1.29161 -1.31554 -0.386
H 1.94561 -0.74756 -1.44572 0.370
H 1.29856 -2.13578 -1.76432 0.314
```


(6)
This record from the OMol25 dataset describes 15 unconnected molecules or ions with the total composition C3H35NO16. The level of theory is the ωB97M-V functional and the def2-TZVPD basis.

## Properties
LUMO energy (eV): 0.14
ΔE to the lowest compared entry with this formula, charge and spin (kcal/mol): 119.1
2S+1: 1
DFT total energy (a.u.): -1393.83638

XYZ file:
```
55
Properties=species:S:1:pos:R:3:mulliken_charge:R:1
O 1.18374 -2.56511 -3.10479 -0.507
C 0.03996 -2.18939 -3.26648 -0.165
C -0.11259 -0.62764 -2.97860 -0.517
N -0.12182 -0.63844 -1.50771 0.857
C 0.37714 0.56293 -0.87330 -0.403
O -0.59658 1.66197 -1.13691 -0.479
H -0.75499 -2.88131 -3.49558 0.525
H -1.02422 -0.28672 -3.49542 0.295
H 0.88633 -0.20881 -3.37971 0.287
H -0.98707 -1.03219 -1.12402 -0.161
H 0.20231 0.43698 0.22886 0.025
H 1.36341 0.89429 -1.20848 0.372
H -0.16792 2.27836 -1.77958 0.324
H 1.27652 4.01249 -1.46883 0.338
H 1.97999 2.78286 -1.30521 0.269
O 1.28140 3.12640 -1.87129 -0.666
H -1.77952 -2.99364 -1.34577 0.281
H -0.70358 -4.24796 -1.67729 0.301
O -0.97015 -3.48653 -1.16257 -0.598
H -4.08492 -2.04426 -1.64415 0.261
H -3.22024 -0.92292 -1.09995 0.358
O -3.23390 -1.89731 -1.25759 -0.616
H -2.00982 -2.58020 1.66236 0.247
H -0.48972 -1.93021 1.91380 0.257
O -1.45671 -1.87097 1.91999 -0.584
H 3.41359 2.00650 1.66018 0.282
H 1.95425 2.16976 1.47022 0.307
O 2.78424 2.16344 0.96073 -0.578
H -2.02759 0.94610 -0.88647 0.406
H -2.67119 0.98137 0.36302 0.353
O -2.90901 0.63870 -0.51438 -0.790
H 3.92410 0.84466 -0.84593 0.268
H 3.75541 -0.24921 -1.86859 0.263
O 3.35358 0.57798 -1.56847 -0.590
H -2.51927 3.67329 0.54988 0.305
H -2.28310 2.97942 -0.70965 0.334
O -2.34712 3.87080 -0.36160 -0.668
H 3.48523 -1.38406 0.50262 0.229
H 2.26479 -2.29282 1.02710 0.393
O 2.87288 -1.50799 1.23866 -0.652
H -2.08965 0.78275 4.24632 0.311
H -0.77850 1.69048 4.54208 0.324
O -1.15702 0.80324 4.51389 -0.629
H 0.63597 -3.64021 -0.12301 0.318
H 1.87628 -4.16335 -0.59658 0.320
O 1.57907 -3.65609 0.20934 -0.667
H 1.93327 -0.30071 1.95125 0.331
H 1.23776 -0.16415 3.39298 0.237
O 1.17502 0.09242 2.47324 -0.403
H -0.49253 3.34833 1.79001 0.347
H 0.25261 1.98518 2.25332 0.268
O 0.18933 2.92445 2.33894 -0.679
H -0.82438 0.90738 2.31506 -0.088
H -1.75873 -0.18597 2.16180 0.452
O -1.70635 0.80562 1.97225 -0.603
```